DFT (ωB97M-V/def2-TZVPD) results for a structure of composition C43H44As2Cl2Ge2O2Pt in a non-equilibrium geometry.

The expectation value of S² is 3.761. The value obtained for the electronic energy is -312391.5654 eV. Its spin multiplicity is 4. The net charge is +1.

```
96
Properties=species:S:1:pos:R:3:lowdin_spin:R:1
Pt 0.5991 -0.3001 -0.2299 1.220
C -0.0930 0.8746 -3.3364 0.025
C -0.2269 -0.6512 -3.3736 0.028
As -1.0117 -1.3023 -1.7013 0.182
C -2.8642 -0.7691 -1.4314 0.032
C -3.1376 -0.2130 -0.2205 0.014
C -4.4381 0.1476 0.1119 0.001
C -5.4317 0.0902 -0.8705 0.000
C -5.1091 -0.3980 -2.1223 0.002
C -3.8401 -0.8362 -2.4659 0.006
C -1.0650 -3.2643 -1.8805 0.029
C -2.2727 -3.9799 -1.8679 0.010
C -2.2345 -5.3618 -2.0838 0.001
C -1.0054 -6.0263 -2.2437 0.008
C 0.1545 -5.2917 -2.2023 0.000
C 0.1640 -3.9298 -2.0408 0.009
As 0.4569 1.7358 -1.6782 0.211
C -1.1003 2.7251 -1.2040 0.035
C -1.9781 3.1280 -2.2293 0.007
C -3.1253 3.8046 -1.8441 0.002
C -3.3775 4.2391 -0.5522 0.002
C -2.4641 3.8935 0.4570 0.000
C -1.3318 3.1694 0.0953 0.011
C 1.5995 3.2132 -2.2305 0.043
C 1.4724 4.5311 -1.7400 0.014
C 2.2551 5.5225 -2.3259 0.000
C 3.1746 5.2145 -3.3641 0.013
C 3.3667 3.8909 -3.7677 -0.001
C 2.5785 2.9188 -3.1595 0.014
H -0.9930 1.3918 -3.6850 0.003
H 0.6928 1.2629 -4.0208 0.001
H 0.7320 -1.0882 -3.3172 0.001
H -0.7118 -0.9295 -4.2701 0.004
H -2.3478 -0.0120 0.4740 0.015
H -4.8056 0.6339 1.0230 0.000
H -6.3099 0.6378 -0.6807 0.000
H -5.8172 -0.4057 -2.9124 0.000
H -3.6071 -1.3241 -3.3737 0.001
H -3.2595 -3.5179 -1.8645 0.001
H -3.1590 -5.8958 -2.1094 0.000
H -0.9688 -7.1338 -2.3682 0.000
H 1.0704 -5.8268 -2.2835 0.000
H 1.0520 -3.2843 -1.9589 0.000
H -1.8308 3.0393 -3.2638 0.000
H -3.8835 4.1757 -2.5374 0.000
H -4.3230 4.7253 -0.3019 0.000
H -2.6316 4.1627 1.4884 0.000
H -0.6124 2.9879 0.9284 0.003
H 0.7965 4.8127 -0.9753 0.001
H 2.1648 6.5034 -1.9114 0.000
H 3.6904 6.0641 -3.7196 0.001
H 4.1349 3.5967 -4.5509 0.000
H 2.6698 1.9159 -3.4710 0.001
C -0.4176 2.3978 4.2768 0.008
Ge 1.3548 1.5636 3.6495 0.058
C 2.5458 1.1536 5.2365 0.019
C 2.3439 2.7544 2.4466 0.005
Ge 0.7272 -0.4903 2.4111 0.361
C 2.2626 -1.7537 2.6496 0.057
C 3.5005 -1.2000 2.2379 0.026
C 4.6290 -2.0010 2.2521 -0.003
C 4.4970 -3.3321 2.7700 0.026
C 3.2535 -3.8116 3.1246 0.000
C 2.1267 -3.0313 3.0139 0.021
C -1.0020 -1.4012 2.4791 0.091
C -1.8246 -0.9576 3.5321 0.029
C -3.0786 -1.5397 3.7792 0.003
C -3.4490 -2.6449 3.0586 0.016
C -2.6529 -3.1459 2.0443 -0.001
C -1.4192 -2.5391 1.8321 0.028
H -0.3437 3.4710 4.4769 0.001
H -0.7366 1.9100 5.2199 0.000
H -1.1834 2.3119 3.4986 0.000
H 3.0208 2.0047 5.7224 0.003
H 3.3074 0.5696 4.8160 0.000
H 1.8685 0.6939 5.9176 0.000
H 1.9482 3.7916 2.3711 0.000
H 2.4343 2.3656 1.4491 0.006
H 3.3548 2.8589 2.8327 0.000
H 3.5165 -0.1852 1.9833 0.002
H 5.5778 -1.6509 1.8952 -0.001
H 5.4137 -3.9282 2.9280 0.001
H 3.3220 -4.7872 3.6702 0.000
H 1.1568 -3.4206 3.3029 0.001
H -1.5643 -0.0398 4.0945 0.002
H -3.6887 -1.1702 4.6039 0.000
H -4.4268 -3.0644 3.1995 0.001
H -3.0717 -3.9333 1.4576 0.000
H -0.8657 -2.9906 0.9646 0.007
Cl 5.5355 -0.4897 -2.8145 0.005
C 4.2879 -1.3714 -1.9976 0.008
Cl 3.9907 -2.9481 -2.6261 0.001
C 2.8888 -0.7128 -1.9680 0.023
O 2.4309 0.1274 -2.7368 0.009
O 2.2729 -1.2165 -0.9263 0.234
H 4.6994 -1.4835 -0.9649 0.000
```